# C2H8NPS

A molecular structure, C2H8NPS at a distorted geometry (ωB97M-V with the def2-TZVPD basis set, OMol25).

Calculated values
HOMO level	-7.591	eV

Last column: Mulliken charge in e.
CARTESIAN COORDINATES (ANGSTROEM)
C -0.12433 -0.88267 2.71683  -0.746
C 0.31960 1.21746 -1.53262  -1.087
N -0.86679 -1.08254 -2.15951  -0.424
P -1.25016 0.27601 -1.28172  0.225
S 0.08119 -0.12614 1.03417  -0.291
H 0.74226 -0.65434 3.32553  0.243
H -1.10597 -0.75636 3.14401  0.262
H 0.00918 -1.97739 2.33198  0.208
H 1.13071 0.59362 -1.24211  0.380
H 0.05722 1.58169 -2.57723  0.367
H 0.33862 1.94992 -0.64133  0.350
H -1.62127 -1.80476 -2.28690  0.253
H -0.44519 -1.02089 -3.04232  0.261



# C2H8NS

2 unconnected molecules or ions with the total composition C2H8NS at a distorted geometry (ωB97M-V with the def2-TZVPD basis set, OMol25).

Calculated values
total charge	-1
HOMO level	-2.410	eV

Last column: Mulliken charge in e.
CARTESIAN COORDINATES (ANGSTROEM)
N -0.21396 -2.82738 -1.88611  -0.724
H -0.55155 -2.64701 -0.94715  0.255
H 0.71510 -3.24432 -2.03166  0.185
H -0.14610 -1.90813 -2.17239  0.254
C 0.40302 0.62044 2.30393  -0.800
C 0.51362 1.23112 0.86435  -0.580
S -0.46130 0.73359 -0.65584  -0.719
H 0.47327 -0.49658 2.34595  0.241
H -0.50510 0.91024 2.97175  0.229
H 1.39413 1.01940 2.86513  0.207
H 1.53645 1.01157 0.71188  0.201
H 0.46257 2.29957 0.94294  0.251



# C2H8NS

A gas-phase ion, C2H8NS (charge +1) at a distorted geometry (ωB97M-V with the def2-TZVPD basis set, OMol25).

Calculated values
total charge	+1
structure (SMILES)	[NH3+]CCS
HOMO level	-13.285	eV

Last column: Mulliken charge in e.
CARTESIAN COORDINATES (ANGSTROEM)
N 0.47270 -1.03561 -1.08099  -0.344
C 0.77708 -0.06736 0.05890  -0.302
C -0.62886 0.36836 0.69745  -0.812
S -0.75644 1.50629 2.09252  -0.126
H 0.99285 -1.90576 -1.17494  0.338
H -0.53229 -1.25412 -1.05527  0.353
H 0.48475 -0.45576 -1.92655  0.371
H 1.29673 0.70220 -0.48135  0.314
H 1.31400 -0.59146 0.83560  0.354
H -1.09248 0.82847 -0.19290  0.358
H -1.11215 -0.60116 0.91817  0.324
H -1.21589 2.50594 1.30935  0.171



# C2H8NS2

2 unconnected molecules or ions with the total composition C2H8NS2 (ωB97M-V with the def2-TZVPD basis set, OMol25).

Calculated values
total charge	-1
HOMO level	-3.196	eV

Last column: Mulliken charge in e.
CARTESIAN COORDINATES (ANGSTROEM)
S 0.54327 -3.01789 -0.30373  -0.484
H 1.06082 -1.62790 -0.60136  0.135
H 1.65122 -3.61989 -0.74953  0.068
C -0.84556 0.61391 0.60906  -0.302
C -0.30957 0.47922 -0.81876  -0.807
S 1.49331 0.16111 -0.89349  -0.573
N -0.15258 1.58748 1.44018  -0.660
H -0.77633 -0.36336 1.09076  0.181
H -1.90980 0.87194 0.55625  0.326
H -0.52358 1.38106 -1.40120  0.303
H -0.81708 -0.34621 -1.32687  0.322
H -0.25344 2.51697 1.04293  0.239
H 0.83931 1.36356 1.35577  0.253



# C2H8NS2

A gas-phase ion, C2H8NS2 (charge +1) at a distorted geometry (ωB97M-V with the def2-TZVPD basis set, OMol25).

Calculated values
total charge	+1
structure (SMILES)	[NH3+]CC(S)S
HOMO level	-13.356	eV

Last column: Mulliken charge in e.
CARTESIAN COORDINATES (ANGSTROEM)
N -1.23881 0.45745 -0.62424  -0.321
C -0.58065 0.28194 0.73950  -0.833
C 0.90267 -0.35444 0.59289  -0.346
S 0.71198 -1.94757 -0.18323  -0.178
S 1.82445 0.94901 -0.38037  -0.194
H -2.27067 0.45632 -0.58855  0.350
H -0.77132 -0.24243 -1.29985  0.355
H -0.85963 1.43512 -1.00796  0.433
H -0.58045 1.25084 1.20390  0.390
H -1.06096 -0.32429 1.37005  0.385
H 1.32505 -0.35592 1.51036  0.539
H 1.45350 -2.73682 0.68644  0.220
H 3.01492 0.32370 -0.62567  0.198



# C2H8NSe2

2 unconnected molecules or ions with the total composition C2H8NSe2 at a distorted geometry (ωB97M-V with the def2-TZVPD basis set, OMol25).

Calculated values
total charge	+1
HOMO level (alpha / beta)	-13.196 / -13.153	eV

Last column: Mulliken charge in e.
CARTESIAN COORDINATES (ANGSTROEM)
C -0.80251 0.43598 -0.84130  -0.795
C 1.06046 -0.19497 0.58082  -0.603
N 0.47556 -0.22964 -0.85002  -0.226
Se -2.67812 -0.98982 1.15105  0.004
Se 2.64159 -1.31473 0.52739  -0.015
H -1.08267 0.80698 -1.87000  0.307
H -1.05916 1.14479 -0.09975  0.473
H 1.11448 0.87155 0.64531  0.481
H 0.23808 -0.59975 1.38162  0.290
H 0.37954 -1.14525 -1.18549  0.359
H 1.21523 0.18784 -1.47891  0.377
H -3.75385 0.13996 1.17321  0.185
H 2.65916 -1.47586 1.87566  0.161



# C2H8O2

2 unconnected molecules or ions with the total composition C2H8O2 at a distorted geometry (ωB97M-V with the def2-TZVPD basis set, OMol25).

Calculated values
structure (SMILES)	CO.CO
HOMO level	-10.288	eV

Last column: Mulliken charge in e.
CARTESIAN COORDINATES (ANGSTROEM)
C -2.23260 -0.45842 0.41788  -0.524
O -1.47044 0.62061 0.97740  -0.528
H -1.95713 -0.50271 -0.64474  0.214
H -1.98136 -1.47236 0.73551  0.277
H -3.27597 -0.19495 0.56870  0.242
H -0.89695 0.27861 1.66540  0.306
C 2.30670 0.23523 -0.77840  -0.536
O 0.93680 0.06057 -0.43690  -0.417
H 2.39507 1.04892 -1.51000  0.243
H 2.92789 0.33373 0.11302  0.247
H 2.57692 -0.67193 -1.32573  0.188
H 0.67108 0.72270 0.21786  0.288



# C2H8O2

2 unconnected molecules or ions with the total composition C2H8O2 at a distorted geometry (ωB97M-V with the def2-TZVPD basis set, OMol25).

Calculated values
spin multiplicity	2
total charge	+1
HOMO level (alpha / beta)	-13.232 / -13.232	eV

Last column: Mulliken spin population.
CARTESIAN COORDINATES (ANGSTROEM)
C -1.69144 1.77263 -0.28195  0.061
O -2.34478 2.22150 -1.47490  0.746
C -1.01045 0.46158 -0.71742  0.151
H -1.02178 2.58327 -0.06703  -0.004
H -2.51252 1.63249 0.45282  0.044
H -3.09221 1.62299 -1.70494  -0.016
H -0.33629 0.69399 -1.53017  -0.001
H -0.39497 0.06054 0.09272  0.018
H -1.67162 -0.36137 -1.00605  0.000
H 4.07955 -3.44175 1.51354  0.000
H 5.12132 -3.93656 2.70070  0.000
O 4.87519 -3.30932 2.02267  0.000



So what do the calculations give for energy relative to the best compared isomer or geometry (same formula, charge and spin)? Going down the list: 37.8 20.9 14.7 1.7 24.2 76.1 20.1 10.6 kcal per mole.